Record 1
8
Properties=species:S:1:pos:R:3 method="wB97M-V/def2-TZVPD" spin_multiplicity=1 homo_energy_ev=-22.5 largest_force_ha_per_bohr=0.3019 charge=+2 orbital_gap_ev=4.1
In 17.0141 -1.8446 -15.2198
P 16.3899 -1.2565 -17.7311
F 15.5021 0.0500 -18.1413
F 15.3420 -1.5608 -16.5489
F 17.3611 -0.4396 -16.6809
F 15.4705 -2.1550 -18.6949
F 17.4276 -1.0136 -18.9596
F 17.2352 -2.5910 -17.3711



Record 2
28
Properties=species:S:1:pos:R:3 method="wB97M-V/def2-TZVPD" spin_multiplicity=1 homo_energy_ev=-4.8 largest_force_ha_per_bohr=0.1986 charge=-2 orbital_gap_ev=8.7
K -11.0793 15.0100 16.8364
S -8.9084 13.5727 19.4927
S -15.0710 15.5574 15.6321
S -12.5950 18.3754 17.5515
S -7.7855 13.2254 17.4945
S -15.6408 17.7045 14.7417
S -12.1632 17.7195 19.8364
F -12.0046 17.9178 16.0694
F -8.3059 13.6191 16.0181
F -10.9895 16.9130 20.5373
F -9.4752 14.8158 20.3438
F -16.5425 18.1695 13.4356
F -15.5135 14.0557 15.2112
O -15.7090 15.6845 16.9083
O -13.9481 17.9517 17.3869
O -14.4480 18.4709 14.4922
O -16.5524 18.1580 15.7715
O -6.4238 13.6526 17.4611
O -12.0868 19.0174 20.4375
O -13.6264 15.3979 15.5434
O -8.0952 11.8053 17.5917
O -9.9918 12.6294 19.6667
O -7.6804 13.3240 20.2269
O -13.3520 16.9679 20.1433
O -12.3956 19.8073 17.5152
N -8.7970 14.3250 18.2111
N -15.7547 16.2528 14.3079
N -11.5965 17.4878 18.2477



Record 3
28
Properties=species:S:1:pos:R:3 method="wB97M-V/def2-TZVPD" spin_multiplicity=1 homo_energy_ev=-3.3 largest_force_ha_per_bohr=0.2820 charge=-2 orbital_gap_ev=8.3
S -2.1032 -0.6745 1.1007
S 1.5278 -1.4804 0.6920
S 0.8554 1.7144 1.7038
S 0.4028 2.2894 -0.5228
S -1.9781 -0.4112 -1.2090
S 1.3546 -1.2167 -1.6206
F -1.9019 -1.2192 -2.5379
F 0.5259 -1.3640 1.8974
F 0.0279 -0.9259 -2.5308
F 0.4525 1.6992 -2.0588
F 1.6614 0.4596 2.3628
F -2.0960 -2.0261 2.0061
O 2.4110 -0.3289 0.8745
O -3.2609 0.2531 -1.3027
O -1.0178 2.1739 -0.3907
O 1.1047 3.6099 -0.6513
O 2.0087 -2.3203 -2.2480
O 1.7159 2.7890 2.0149
O -0.7263 0.3423 -1.3584
O 1.9717 0.1053 -1.8536
O -3.3986 -0.1154 1.2793
O 2.0351 -2.8534 0.8411
O -0.3922 1.4992 2.3906
O -0.8220 0.0318 1.4409
N 1.0577 1.0062 0.1081
N 0.3783 -1.3535 -0.2213
N -1.9063 -1.6446 -0.3079
Li 0.1119 -0.0391 0.1014



Record 4
28
Properties=species:S:1:pos:R:3 method="wB97M-V/def2-TZVPD" spin_multiplicity=1 homo_energy_ev=-5.2 largest_force_ha_per_bohr=0.2334 charge=-2 orbital_gap_ev=5.2
S -5.1447 -4.7304 0.3128
S 7.9356 3.2809 -1.9524
S -3.7412 1.8207 2.1930
S -1.4761 2.6673 1.5564
S 5.9104 2.4202 -1.9395
S -3.4191 -5.0879 -1.2601
Na -0.3788 -1.2000 4.6255
F -4.1858 0.8416 3.4182
F 0.0534 2.4669 2.0587
F 9.4315 2.8155 -1.7634
F -3.5072 -5.7838 -2.6485
F -6.4770 -3.8886 0.3446
F 5.3065 0.9979 -1.5484
O -5.5918 -5.9615 0.9384
O 7.8461 4.3228 -0.9314
O -1.3019 2.4100 0.1111
O -2.6018 -3.8998 -1.5551
O 5.2522 3.3283 -0.9909
O -4.4023 1.1870 1.0389
O -4.3243 3.1097 2.5304
O -1.8595 4.0202 1.9968
O -4.2284 -3.9298 1.0955
O -2.8381 -6.1619 -0.5151
O 8.0431 3.8064 -3.2947
O 5.3885 2.5512 -3.3357
N -5.0997 -4.8018 -1.1906
N -2.0612 1.4942 2.3711
N 7.4716 1.9049 -1.6657



Record 5
25
Properties=species:S:1:pos:R:3 method="wB97M-V/def2-TZVPD" spin_multiplicity=1 homo_energy_ev=-4.7 largest_force_ha_per_bohr=0.1160 charge=-1 orbital_gap_ev=8.3
F 1.1473 0.1820 20.6063
O 0.6467 0.3651 22.6891
O -0.9651 -0.2486 20.6547
O 0.2876 2.4841 21.4886
O 2.3521 -0.2892 18.8864
O 2.8035 1.6577 20.8094
O -0.0500 1.2438 19.2810
O 0.8553 -2.3000 20.6783
O 2.5965 -0.2438 22.2938
H -0.8781 1.1101 19.7421
H 0.5952 0.7675 19.8035
H -0.0372 -0.0382 20.5503
H 0.1567 1.9309 20.7184
H 2.1492 0.9630 20.8846
H 3.3134 0.3293 22.0218
H 2.4200 2.2831 20.1945
H 1.9694 -0.0499 19.7306
H 0.9491 0.1024 21.8197
H 0.9163 -1.4257 20.2935
H 1.6106 -0.5972 18.3654
H 0.9443 3.1246 21.2152
H 0.2150 1.2077 22.5486
H 0.1285 -2.7161 20.2148
H -0.9983 -0.8088 21.4302
H 2.1210 -0.4336 21.4850



Record 6
28
Properties=species:S:1:pos:R:3 method="wB97M-V/def2-TZVPD" spin_multiplicity=1 homo_energy_ev=-7.0 largest_force_ha_per_bohr=0.0425 charge=-1 orbital_gap_ev=9.9
F 17.9025 -18.8288 -6.3430
O 18.0413 -21.0681 -7.6753
O 20.1181 -17.6479 -6.8726
O 19.1561 -21.3323 -4.8997
O 17.1557 -18.0071 -8.8054
O 20.0548 -19.6289 -8.7573
O 20.3898 -17.9596 -3.7857
O 16.5989 -16.6566 -5.6488
O 17.5730 -18.9802 -3.6775
O 15.8229 -20.2987 -5.8368
H 20.3412 -17.4766 -2.9600
H 17.8328 -20.2360 -7.2275
H 20.0033 -21.0541 -4.6081
H 17.2166 -16.2881 -5.0472
H 19.0701 -20.9459 -5.7843
H 17.5254 -18.4022 -8.0104
H 20.7251 -18.0780 -6.2767
H 16.5381 -19.6568 -6.0624
H 17.7795 -18.8432 -4.6219
H 15.6660 -20.3772 -4.8862
H 16.2196 -18.2209 -8.9265
H 20.2568 -19.2630 -7.8838
H 17.0467 -17.4240 -5.9341
H 19.6340 -17.6924 -4.3164
H 19.3422 -20.2392 -8.5266
H 19.2768 -18.1220 -6.7070
H 17.3655 -21.2502 -8.3808
H 18.3401 -19.3895 -3.2445



Record 7
5
Properties=species:S:1:pos:R:3 method="wB97M-V/def2-TZVPD" spin_multiplicity=1 homo_energy_ev=-10.1 largest_force_ha_per_bohr=0.0601 smiles=FPS orbital_gap_ev=10.8
S -0.7828 -0.9106 -0.3800
P 0.2582 0.6637 0.5532
F 1.5836 0.7645 -0.4051
H 0.7656 -0.2762 1.3029
H -1.8247 -0.2414 -1.0710



Record 8
5
Properties=species:S:1:pos:R:3 method="wB97M-V/def2-TZVPD" spin_multiplicity=1 homo_energy_ev=-9.2 largest_force_ha_per_bohr=0.0571 orbital_gap_ev=7.4
S 0.2176 0.7520 -1.6442
P -0.7003 -0.0509 1.0177
F 0.5545 -0.9799 1.4340
H 1.2717 1.3795 -1.1362
H -1.3435 -1.1007 0.3287



Record 9
6
Properties=species:S:1:pos:R:3 method="wB97M-V/def2-TZVPD" spin_multiplicity=1 homo_energy_ev="-9.3 / -9.7" largest_force_ha_per_bohr=0.0424 orbital_gap_ev="9.2 / 9.6"
F -0.9930 -0.7410 -0.9942
N -0.6896 0.2766 -0.1189
N 0.3249 -0.1538 0.6099
H 0.0888 -0.2477 1.6059
H 0.2463 1.5117 -1.2123
H 1.0225 -0.6457 0.1096



Record 10
9
Properties=species:S:1:pos:R:3 method="wB97M-V/def2-TZVPD" spin_multiplicity=3 homo_energy_ev="-8.4 / -12.1" largest_force_ha_per_bohr=0.0655 s_squared=2.02 orbital_gap_ev="7.6 / 8.6"
S 1.9850 0.4763 -0.3239
F -1.1708 1.8809 0.4966
O 2.1767 -0.4129 0.7947
O 1.1940 1.6541 0.0090
N 0.2613 -0.8305 -0.9510
N 0.0044 -1.5128 0.0543
H -0.2582 1.7581 0.6448
H -0.5452 -0.7019 -1.5972
H 0.8056 -1.2352 0.7637



Record 11
8
Properties=species:S:1:pos:R:3 method="wB97M-V/def2-TZVPD" spin_multiplicity=1 homo_energy_ev=-9.8 largest_force_ha_per_bohr=0.0999 smiles="N=P(O)(O)F" orbital_gap_ev=10.1
P -0.1111 -0.0699 0.1602
F -1.5926 -0.5864 0.8298
O -0.4235 1.4303 -0.1805
O -0.2554 -0.8045 -1.2105
N 1.4305 -0.4116 0.7139
H -1.2076 1.8205 -0.5731
H 0.4070 -1.4820 -1.2590
H 1.7527 0.1036 1.5193



Record 12
8
Properties=species:S:1:pos:R:3 method="wB97M-V/def2-TZVPD" spin_multiplicity=1 homo_energy_ev=-10.6 largest_force_ha_per_bohr=0.0526 orbital_gap_ev=9.8
S -3.5885 -0.6297 -0.3930
P -2.1441 0.5312 0.1442
F -1.8613 0.4877 1.7607
O -0.1572 -2.2356 -0.0136
N -1.1497 1.6246 -0.3112
H -0.8328 1.7019 -1.2397
H 0.0634 -1.5057 -0.6182
H -0.7346 -1.7668 0.6930



Record 13
6
Properties=species:S:1:pos:R:3 method="wB97M-V/def2-TZVPD" spin_multiplicity=1 homo_energy_ev=-11.5 largest_force_ha_per_bohr=0.0526 smiles=O[SiH2]F orbital_gap_ev=12.3
Si -0.0158 -0.1582 -0.4307
F -0.8513 -1.3529 -1.1481
O 0.2840 -0.4667 1.1142
H -0.6935 1.0312 -0.2823
H 1.2383 -0.1519 -1.2890
H -0.3614 -0.5123 1.8079



Record 14
6
Properties=species:S:1:pos:R:3 method="wB97M-V/def2-TZVPD" spin_multiplicity=1 homo_energy_ev=-10.9 largest_force_ha_per_bohr=0.0419 smiles="O=[SiH2].F" orbital_gap_ev=10.3
Si -0.9780 0.0756 -0.1062
F 2.0188 0.2909 -0.0877
O -0.3049 -1.2290 0.2016
H -0.0255 0.8700 -0.7892
H -2.3332 0.5172 0.4905
H 1.6228 -0.5248 0.2910